This record from the Open Molecules 2025 dataset describes an isolated molecule of C9H13NS3 in a non-equilibrium geometry. The level of theory is ωB97M-V/def2-TZVPD.

Structure (XYZ):
```
26
Properties=species:S:1:pos:R:3:forces:R:3:mulliken_charge:R:1
C 1.7558 -1.1489 -2.2776 -1.871 -0.614 0.891 0.25
C 1.3391 -2.4209 -1.8466 -0.197 2.731 -0.462 0.17
C -0.2217 -0.5925 -0.7280 -0.778 0.847 1.105 0.66
C -1.0337 1.4258 2.4821 1.869 -1.365 1.284 -0.75
C -1.1973 -0.0633 2.4410 -0.847 -2.596 -1.929 -0.64
C -0.2728 2.0194 1.2997 0.736 0.827 0.643 -0.13
C -1.9033 -0.4609 1.0812 -0.369 -2.054 2.408 -0.90
C -0.9613 1.5096 0.0722 0.578 1.761 -3.537 -1.29
C 2.8692 -0.8268 -3.1798 -0.390 -0.996 -2.921 -1.32
N -1.1442 0.1152 -0.0037 0.999 -2.334 -0.435 0.13
S 1.9361 -3.8517 -2.3365 0.318 -1.365 -0.097 -0.41
S 0.9656 0.2362 -1.6133 -0.122 -0.556 -0.077 -0.21
S -0.1393 -2.2644 -0.7108 0.957 -0.566 -0.732 -0.15
H -2.0206 1.7371 2.4738 -2.026 1.465 0.181 0.34
H -0.6032 1.5685 3.4756 0.143 0.959 -0.207 0.34
H -0.3544 -0.6871 2.3277 2.083 0.004 0.429 0.38
H -1.7283 -0.6059 3.2526 -0.109 1.112 -0.170 0.40
H -0.1964 3.1793 1.4299 -0.170 -2.188 -0.694 0.30
H 0.7108 1.5718 1.1892 0.593 0.348 0.717 0.26
H -2.0277 -1.6378 1.0433 0.332 2.562 -0.345 0.30
H -2.8795 -0.0234 1.3148 -0.343 0.068 -1.566 0.34
H -1.9571 1.7958 0.0980 -2.037 1.643 -0.255 0.44
H -0.5120 1.7918 -1.0244 -1.108 0.075 2.921 0.46
H 2.8519 -1.4171 -4.2052 -0.147 1.006 2.090 0.26
H 3.6746 -1.1744 -2.6285 2.343 -0.689 0.479 0.37
H 3.0497 0.2245 -3.4266 -0.437 -0.085 0.277 0.40
```
Positions in Å, forces in eV/Å.

Values from the calculation:
max |F|: 3.993 eV/A
LUMO energy: -0.02 eV

This record from the Open Molecules 2025 dataset describes a cluster of 5 separate species, C30H61BN4O15PS4 in total in a non-equilibrium geometry. The level of theory is ωB97M-V/def2-TZVPD.

Structure (XYZ):
```
116
Properties=species:S:1:pos:R:3:forces:R:3:mulliken_charge:R:1
C -2.9920 5.4007 -1.0128 -0.792 -0.549 -0.616 0.30
C -2.4108 4.3883 -1.3290 0.891 0.502 -0.992 -2.96
C -1.4003 3.4437 -1.8021 -1.028 0.497 2.510 1.92
C -0.6647 2.7794 -0.8038 0.102 -1.379 -1.332 -0.06
P -0.9929 3.1800 0.9841 0.481 2.247 0.409 0.21
N -0.4660 4.6466 1.2501 0.129 -0.910 0.212 -0.68
C 0.2924 1.8210 -1.2461 -0.356 0.168 0.234 0.36
B 1.0783 1.0424 -0.0829 0.697 -0.696 0.221 0.81
O 2.1147 1.6412 0.6189 -0.510 -0.089 -1.312 -0.63
O 0.7491 -0.2489 0.2287 0.175 0.738 -0.010 -0.28
C 0.5008 1.5581 -2.6334 -0.665 0.718 0.648 -0.20
C 1.5126 0.4870 -3.0790 0.329 -0.383 -0.856 0.23
C 0.7906 -0.7990 -3.6728 0.298 0.818 0.246 -1.69
C 2.6211 1.0287 -4.0618 0.396 -0.349 0.789 -0.99
C 3.3564 2.2989 -3.5170 0.628 -0.574 0.171 -1.20
C -0.3005 2.2989 -3.5460 0.949 -1.472 -0.423 0.87
C -0.1791 2.0461 -5.0545 -0.178 0.879 0.162 -0.76
C 0.6939 3.1003 -5.7952 0.290 0.421 -0.293 0.88
C 1.3284 4.3474 -5.1287 -0.306 -0.526 -0.286 -1.59
N 0.8330 2.9021 -7.0384 -0.150 -0.038 0.305 -0.76
N -1.2134 3.2120 -3.1124 0.328 0.083 -0.284 0.56
C -2.0077 3.9450 -4.1105 -0.932 0.524 -0.604 -1.43
C -3.2481 3.1065 -4.5780 -0.200 0.393 -0.848 0.53
O -3.8954 2.4306 -3.8309 0.685 -0.103 0.249 -0.55
N -3.5480 3.2526 -5.9806 0.943 -0.077 0.611 0.20
C -3.8622 1.9538 -6.6031 -0.715 0.544 -0.586 -0.88
C -4.6010 4.2581 -6.2019 -0.003 -0.149 -0.383 -0.96
H -3.7385 6.1875 -0.9279 0.566 -0.267 0.371 0.72
H -0.3787 2.2477 1.8559 -0.347 -0.508 -0.694 0.10
H -2.3969 3.0898 1.1906 0.340 -0.610 -0.488 0.14
H 0.2295 4.5931 1.9969 -0.099 0.380 -0.202 0.26
H 2.5125 2.2934 0.0202 0.084 0.247 0.683 0.37
H 1.3997 -0.5800 0.8715 -0.307 -0.108 -0.073 0.23
H 2.1075 0.0931 -2.2285 -0.653 0.727 -0.003 0.58
H 1.1039 -0.9457 -4.7255 -0.398 -0.002 0.525 0.43
H 1.0764 -1.6929 -3.0955 -0.208 0.373 -0.267 0.30
H -0.2965 -0.6353 -3.5795 0.389 -0.457 -0.299 0.38
H 3.3846 0.2221 -4.0692 -0.540 0.327 -0.244 0.67
H 2.2712 1.1150 -5.1021 0.081 0.179 0.487 0.43
H 2.9080 2.6822 -2.5756 0.022 0.024 -0.706 0.25
H 4.3885 2.0056 -3.2318 -0.551 0.218 -0.153 0.35
H 3.4766 3.1003 -4.2611 -0.248 -0.301 0.418 0.20
H -1.1688 2.0779 -5.5551 0.514 -0.031 0.371 -0.33
H 0.2379 1.0561 -5.2790 -0.193 0.411 0.353 0.47
H 2.2918 4.5332 -5.6421 -0.458 -0.096 0.441 0.59
H 1.4994 4.2221 -4.0472 -0.143 0.278 -0.459 0.27
H 0.6905 5.2225 -5.3527 0.218 -0.321 0.385 0.32
H 1.3902 3.6551 -7.4485 -0.007 -0.211 -0.109 0.32
H -1.3924 4.2709 -4.9656 -0.264 -0.534 0.468 -0.11
H -2.4291 4.8799 -3.6937 0.393 -0.576 0.239 0.87
H -3.8482 2.1150 -7.6991 0.024 -0.106 0.549 0.36
H -3.0984 1.1939 -6.3762 -0.480 0.273 0.142 0.26
H -4.8944 1.6567 -6.3276 0.598 -0.375 -0.022 0.35
H -4.7239 4.3843 -7.2939 0.017 -0.057 0.557 0.36
H -5.5538 3.8841 -5.7686 0.321 0.497 -0.146 0.38
H -4.3008 5.2410 -5.7922 -0.266 -0.532 -0.026 0.29
O 2.3417 -4.3955 3.5919 0.058 0.244 -0.285 -0.49
S 1.8056 -5.3652 2.6812 -0.462 -0.832 0.270 1.11
O 2.3000 -5.4770 1.3430 0.170 0.367 0.050 -0.62
O 0.2136 -5.1983 2.6367 0.212 -0.130 0.116 -0.28
C -0.3128 -3.9071 2.3013 -0.197 0.640 -0.316 -0.30
C -0.1536 -3.5863 0.8273 0.177 -0.045 -0.159 -0.92
C 1.8490 -6.9583 3.4296 -0.052 -0.013 0.060 -0.97
H 0.1515 -3.1377 2.9238 0.100 -0.147 0.064 0.20
H -1.3723 -3.9292 2.5540 0.089 -0.277 0.144 0.29
H 0.8972 -3.4953 0.5523 -0.008 -0.002 0.011 0.29
H -0.6482 -2.6444 0.5835 -0.067 -0.038 0.092 0.32
H -0.5805 -4.3805 0.2130 -0.037 0.039 0.044 0.31
H 1.4490 -6.8918 4.4379 -0.004 0.020 -0.025 0.37
H 2.8895 -7.2780 3.4588 -0.020 0.057 -0.026 0.30
H 1.2686 -7.6487 2.8226 0.021 0.041 -0.010 0.38
O 2.0218 0.3751 7.3751 0.106 0.141 -0.297 -0.64
S 3.3546 -0.1135 7.5683 0.157 -0.616 0.494 1.24
O 4.4728 0.5014 6.9217 -0.217 0.218 -0.139 -0.61
O 3.3762 -1.6831 7.2671 -0.049 0.235 0.322 -0.27
C 2.9139 -2.1313 5.9807 -0.021 -0.177 -0.850 -0.29
C 3.9161 -1.8203 4.8849 0.119 0.296 -0.072 -0.98
C 3.6925 -0.2123 9.2959 0.002 -0.065 0.072 -0.94
H 1.9350 -1.7013 5.7559 0.042 0.115 0.186 0.31
H 2.7825 -3.2099 6.0518 0.047 0.069 0.308 0.20
H 4.0276 -0.7452 4.7441 -0.008 -0.006 0.038 0.38
H 3.5970 -2.2534 3.9372 -0.056 -0.144 0.123 0.37
H 4.8997 -2.2163 5.1423 -0.060 -0.054 -0.021 0.24
H 2.8617 -0.7041 9.7950 0.004 -0.010 -0.049 0.32
H 3.8036 0.8066 9.6632 -0.028 0.002 -0.105 0.37
H 4.6194 -0.7619 9.4420 -0.023 0.009 -0.049 0.32
O 3.3000 -10.0286 4.4916 -0.020 0.283 0.218 -0.56
S 3.9581 -10.9745 5.3451 0.434 -0.687 -0.237 1.16
O 3.8250 -10.9102 6.7666 -0.190 0.310 -0.049 -0.60
O 5.5098 -11.0193 4.9660 -0.313 -0.172 -0.085 -0.28
C 6.2561 -9.7908 5.0046 0.378 0.688 0.235 -0.22
C 6.5388 -9.3367 6.4241 -0.186 -0.053 0.189 -1.00
C 3.5524 -12.6075 4.8201 0.035 -0.063 -0.079 -0.97
H 5.7361 -9.0148 4.4381 -0.143 -0.143 -0.006 0.22
H 7.1982 -9.9861 4.4936 -0.166 -0.289 -0.091 0.27
H 5.6205 -9.0736 6.9476 0.011 0.020 -0.024 0.31
H 7.1892 -8.4607 6.4240 0.034 -0.058 -0.105 0.39
H 7.0181 -10.1350 6.9926 0.049 0.043 -0.057 0.27
H 3.6763 -12.6782 3.7426 0.027 0.032 0.022 0.32
H 2.5137 -12.7871 5.0931 0.028 0.103 0.029 0.37
H 4.1984 -13.3133 5.3368 0.003 0.058 0.009 0.34
O -7.3202 9.2397 -2.3421 0.355 -0.190 -0.173 -0.65
S -7.3620 8.1556 -1.4114 -0.820 0.000 0.446 1.15
O -6.1839 7.4013 -1.0941 0.291 0.058 -0.236 -0.54
O -8.5245 7.1471 -1.8414 0.128 0.162 0.242 -0.26
C -8.4906 6.5949 -3.1679 0.177 -0.326 -0.687 -0.52
C -7.4137 5.5367 -3.3214 0.232 -0.002 0.155 -0.83
C -8.0907 8.7100 0.0940 -0.050 -0.055 0.071 -0.98
H -8.3695 7.3911 -3.9056 0.031 0.107 0.168 0.35
H -9.4668 6.1430 -3.3387 -0.068 0.160 0.285 0.30
H -6.4174 5.9664 -3.2172 -0.019 0.028 -0.032 0.28
H -7.4768 5.0656 -4.3038 -0.136 0.034 0.022 0.37
H -7.5179 4.7696 -2.5523 -0.053 -0.010 -0.071 0.28
H -9.0007 9.2594 -0.1316 0.019 -0.030 -0.049 0.35
H -7.3681 9.3612 0.5835 0.035 -0.022 -0.102 0.37
H -8.2981 7.8478 0.7236 0.013 0.002 -0.045 0.32
```
Positions in Å, forces in eV/Å.

Values from the calculation:
max |F|: 2.757 eV/A
net charge: +1
LUMO energy: -3.96 eV

This record from the Open Molecules 2025 dataset describes a cluster of 2 separate species, C6H8 in total. The level of theory is ωB97M-V/def2-TZVPD.

Structure (XYZ):
```
14
Properties=species:S:1:pos:R:3:forces:R:3:mulliken_charge:R:1
C -0.7283 1.3702 -0.3620 -0.056 -0.004 -0.293 -0.20
C -1.0662 0.6062 -1.3475 0.064 0.260 0.055 -0.49
C -1.7233 0.2982 -0.0330 -0.264 -0.159 0.206 -0.47
H -0.1460 2.1884 0.0308 -0.131 -0.115 -0.113 0.37
H -0.9592 0.3237 -2.3833 -0.048 0.067 0.150 0.39
H -2.7712 0.5646 0.1266 0.145 -0.029 -0.046 0.22
H -1.4028 -0.5775 0.5431 -0.037 0.189 -0.136 0.17
C 1.0850 -1.6433 -0.3741 0.049 0.141 0.139 -0.67
C 1.3332 -0.7426 0.5356 -0.020 0.038 -0.030 0.44
C 1.4646 0.2499 1.3745 0.044 -0.183 -0.086 -0.74
H 1.5635 -2.6159 -0.4218 0.013 0.161 0.106 0.27
H 0.3416 -1.3992 -1.1337 0.126 -0.096 0.093 0.12
H 0.8356 0.3246 2.2587 0.130 -0.083 -0.101 0.29
H 2.1734 1.0527 1.1861 -0.015 -0.187 0.057 0.29
```
Positions in Å, forces in eV/Å.

Values from the calculation:
SMILES: C1=CC1.C=C=C
max |F|: 0.371 eV/A
LUMO energy: 1.17 eV

This record from the Open Molecules 2025 dataset describes a structure of composition C3H7N2S2 in a non-equilibrium geometry. The level of theory is ωB97M-V/def2-TZVPD.

Structure (XYZ):
```
14
Properties=species:S:1:pos:R:3:forces:R:3:mulliken_charge:R:1
C 1.4562 0.0122 -0.9581 0.265 -0.060 -0.694 -0.04
C 0.3328 0.1834 1.0956 0.132 0.269 0.592 -0.73
C -0.8212 0.0357 0.1176 1.035 -0.515 -2.681 0.35
N 0.2567 -0.0710 -1.4047 -1.723 0.052 2.622 -0.23
N 1.5805 0.1485 0.3407 0.159 -0.019 0.461 -0.12
S -1.8063 1.4737 -0.0371 0.098 0.272 0.307 -0.10
S -1.6398 -1.5732 0.0098 0.253 0.090 -0.178 -0.09
H 2.3335 -0.0150 -1.5955 0.032 0.001 0.040 0.44
H 0.2595 1.1431 1.6212 -0.019 -0.165 -0.039 0.38
H 0.3356 -0.6241 1.8339 -0.126 0.124 -0.137 0.33
H -0.0788 -0.2332 -2.3351 0.169 0.030 -0.333 0.20
H 2.4679 0.2255 0.8157 -0.044 0.000 -0.188 0.22
H -2.7523 0.9411 -0.8147 -0.116 -0.155 -0.001 0.20
H -1.9243 -1.6470 1.3109 -0.116 0.077 0.230 0.19
```
Positions in Å, forces in eV/Å.

Values from the calculation:
max |F|: 3.138 eV/A
net charge: +1
LUMO energy: -3.49 eV